# 1
Density functional theory data (ωB97M-V/def2-TZVPD) for C6H12N2 in the gas phase.

Results
Spin multiplicity: 1
Highest occupied orbital energy (spin up / spin down): -7.406 / -7.136 eV
E_LUMO (spin up / spin down): 0.000 / -0.006 Eh
Energy: -9390.41790 eV
Energy above the lowest of the compared OMol25 structures with the same formula, charge and spin: 620.6 kJ/mol

Last column: Löwdin charge in e.
Cartesian coordinates (Å):
C 0.89 0.08 1.18  0.017
C 1.48 -0.97 0.67  -0.265
C -0.39 1.07 0.27  -0.404
C -1.20 0.36 -0.60  -0.080
C 1.55 -1.43 -0.83  -0.089
C 0.58 2.08 -0.23  -0.135
N -2.22 -1.07 1.05  0.040
N -2.24 -0.46 -0.17  -0.087
H 2.20 -1.45 1.31  0.068
H -0.94 1.36 1.22  0.132
H -0.70 0.37 -1.63  0.142
H 2.59 -1.34 -1.14  0.058
H 1.02 -0.58 -1.35  0.038
H 1.12 -2.44 -1.05  0.073
H 1.21 1.80 -1.10  0.094
H 1.32 2.32 0.57  0.081
H 0.01 3.01 -0.38  0.075
H -1.27 -1.21 1.30  0.048
H -2.41 -0.41 1.78  0.076
H -2.60 -1.07 -0.87  0.117


# 2
Density functional theory data (ωB97M-V/def2-TZVPD) for 2 unconnected molecules or ions with the total composition C6H12N2.

Results
Spin multiplicity: 1
Highest occupied orbital energy: -8.478 eV
E_LUMO: 0.032 Eh
Energy: -9395.98012 eV
Energy above the lowest of the compared OMol25 structures with the same formula, charge and spin: 83.9 kJ/mol

Last column: Löwdin charge in e.
Cartesian coordinates (Å):
C 2.26 2.66 -0.60  -0.065
C 1.62 1.35 -0.61  -0.348
C 0.73 0.85 -1.53  -0.079
N 0.50 -0.50 -1.28  0.057
C 1.38 -0.77 -0.25  -0.228
N 2.11 0.24 0.07  0.086
H 1.79 3.40 0.04  0.071
H 2.41 3.10 -1.58  0.073
H 3.25 2.56 -0.10  0.090
H 0.26 1.38 -2.32  0.102
H -0.09 -1.18 -1.72  0.134
H 1.24 -1.65 0.35  0.110
C -2.18 -0.69 1.07  -0.182
C -2.08 -2.19 1.38  -0.165
H -2.02 -0.62 -0.01  0.037
H -3.26 -0.35 1.07  0.071
H -1.69 0.06 1.68  0.065
H -1.33 -2.58 0.68  0.049
H -1.91 -2.32 2.46  0.064
H -3.00 -2.75 1.19  0.059


# 3
Density functional theory data (ωB97M-V/def2-TZVPD) for a molecular structure, C6H12N2.

Results
Spin multiplicity: 1
Highest occupied orbital energy: -6.884 eV
E_LUMO: 0.027 Eh
Energy: -9391.64273 eV
Energy above the lowest of the compared OMol25 structures with the same formula, charge and spin: 502.4 kJ/mol

Last column: Löwdin charge in e.
Cartesian coordinates (Å):
C -0.51 0.48 -0.18  -0.502
C 1.56 0.15 -0.30  -0.105
C 0.57 0.86 -1.19  -0.147
C -1.80 -0.10 -0.74  -0.051
C 0.48 -0.71 0.38  -0.478
N -0.72 1.54 0.79  0.073
N 0.26 -2.06 -0.07  0.089
C 1.29 -0.44 1.52  0.067
H 2.27 0.90 0.04  0.102
H -1.30 1.23 1.57  0.086
H -1.14 2.37 0.37  0.085
H 0.89 -2.31 -0.83  0.089
H 0.37 -2.73 0.69  0.074
H 0.73 1.94 -1.32  0.104
H 0.45 0.41 -2.18  0.114
H -2.37 0.69 -1.23  0.082
H -1.61 -0.90 -1.46  0.069
H -2.41 -0.53 0.07  0.080
H 1.09 0.43 2.13  0.071
H 1.90 -1.23 1.95  0.097